Entry 1:
Below is an isolated ion of composition C9H15ClNO and charge +1 at a distorted geometry, with properties calculated with ωB97M-V/def2-TZVPD.

Each line ends with the natural charge from an NBO analysis.
CARTESIAN COORDINATES (ANGSTROEM)
C -2.59194 0.70325 -2.76217  -0.676
C -1.50048 0.63806 -1.83830  0.323
O -1.01397 1.74907 -1.05962  -0.382
C -0.15272 1.45617 -0.12164  0.613
C 0.36478 2.59539 0.68133  -0.468
Cl -0.44090 2.67717 2.28904  0.002
N 0.13479 0.16637 0.11329  -0.292
C 0.89643 -0.51650 1.11831  -0.071
C -0.00600 -1.00368 2.30345  -0.617
C 2.23592 0.13480 1.31843  -0.637
C -0.71563 -0.35674 -1.07031  0.161
C -0.78669 -1.83312 -1.26601  -0.680
H -2.63830 -0.13078 -3.33809  0.260
H -2.32726 1.53742 -3.30145  0.256
H -3.50874 0.97468 -2.30506  0.263
H 0.12557 3.66225 0.22016  0.288
H 1.44311 2.51715 0.80435  0.260
H 1.17263 -1.41265 0.64929  0.226
H -0.99430 -0.48189 2.25597  0.232
H -0.17945 -2.05612 2.26226  0.241
H 0.54365 -0.48580 3.14913  0.246
H 2.98987 -0.44888 1.91679  0.268
H 2.08023 1.03501 2.03181  0.213
H 2.69692 0.53861 0.34570  0.238
H 0.15126 -2.26301 -0.93084  0.231
H -1.05203 -2.06452 -2.28135  0.253
H -1.52792 -2.38390 -0.62629  0.249

charge: +1
SMILES: Cc1oc(CCl)[n+](C(C)C)c1C
calculated total energy: -25627.0579 eV
HOMO-LUMO gap: 9.60 eV

***

Entry 2:
Below is C16H33O5PPdS5 as an isolated structure, with properties calculated with ωB97M-V/def2-TZVPD.

Each line ends with the natural charge from an NBO analysis.
CARTESIAN COORDINATES (ANGSTROEM)
Pd -0.22813 0.10827 -0.25207  0.984
C -0.68967 3.21657 3.61057  -0.532
C -1.15233 1.80975 3.96261  -0.531
S -1.07777 0.56438 2.60712  0.195
C 0.30431 -0.49740 3.11980  -0.551
C 1.69687 0.07587 2.91908  -0.552
S 2.13606 0.47341 1.18130  0.216
C 2.51736 2.25636 1.32221  -0.527
C 1.31864 3.12092 1.68775  -0.556
S 1.11595 3.38525 3.48498  0.169
H -0.98997 3.90827 4.39880  0.231
H -1.12627 3.55824 2.67190  0.225
H -2.20637 1.84331 4.24287  0.227
H -0.57776 1.41841 4.80104  0.222
H 0.15658 -1.39574 2.52579  0.277
H 0.16227 -0.74235 4.17342  0.225
H 2.43079 -0.66175 3.24869  0.229
H 1.82742 0.98930 3.48907  0.247
H 2.87412 2.52401 0.32764  0.249
H 3.33444 2.37016 2.03503  0.226
H 0.41021 2.64936 1.32489  0.241
H 1.41283 4.10580 1.23743  0.232
C -3.40603 -1.84628 -0.93908  -0.645
C -2.55987 -1.79751 -2.21166  0.282
C -2.99407 -0.63214 -3.09146  -0.624
C -2.66694 -3.10265 -2.99514  -0.643
O -1.15741 -1.55681 -1.87741  -0.849
P -0.35638 -2.45221 -0.75528  2.524
O -0.48355 -3.90340 -0.90619  -1.110
O -0.65606 -1.82798 0.60439  -1.141
O 1.08474 -1.79323 -1.18375  -0.865
C 2.32239 -2.57441 -1.20256  0.291
C 2.58327 -3.15658 0.18800  -0.645
C 2.23534 -3.67598 -2.25478  -0.648
C 3.42209 -1.59223 -1.59105  -0.624
H -4.46350 -1.92234 -1.18901  0.219
H -3.24253 -0.94043 -0.35120  0.217
H -3.11932 -2.70575 -0.33164  0.229
H -4.01427 -0.79773 -3.43722  0.214
H -2.33822 -0.54510 -3.95833  0.218
H -2.96313 0.30098 -2.53504  0.220
H -3.71020 -3.28181 -3.25607  0.210
H -2.29241 -3.93190 -2.39828  0.248
H -2.08149 -3.03798 -3.91324  0.213
H 1.72633 -3.75051 0.50703  0.235
H 2.73957 -2.34986 0.90653  0.206
H 3.46796 -3.79227 0.17294  0.218
H 1.44074 -4.37620 -2.01196  0.253
H 3.18669 -4.20743 -2.29415  0.211
H 2.03526 -3.24125 -3.23534  0.214
H 3.41429 -0.73301 -0.92553  0.218
H 3.27398 -1.24415 -2.61408  0.216
H 4.39280 -2.08307 -1.52312  0.214
C -1.33055 5.74874 -0.78429  -0.263
O -1.68106 4.37431 -0.64500  -0.501
C -0.81774 3.44168 -1.03230  0.008
S 0.65997 3.75442 -1.68592  -0.116
S -1.53263 1.87084 -0.92806  -0.145
H -2.23787 6.30284 -0.56223  0.200
H -0.98977 5.96334 -1.79673  0.206
H -0.54001 6.01462 -0.08174  0.195

multiplicity: 3
<S²>: 2.013
calculated total energy: -94312.0675 eV
HOMO-LUMO gap (spin up / spin down): 8.91 / 5.81 eV

***

Entry 3:
Below is a 2-piece molecular cluster, C6H11N3O2 overall at a distorted geometry, with properties calculated with ωB97M-V/def2-TZVPD.

Each line ends with the natural charge from an NBO analysis.
CARTESIAN COORDINATES (ANGSTROEM)
H -1.56661 -1.67975 -1.35870  0.353
N -0.80264 -2.34024 -1.55845  -0.726
C 0.07653 -2.31739 -0.62021  0.419
C 0.01469 -1.56635 0.67679  -0.692
N 1.20714 -3.15177 -0.80565  -0.330
O 0.79551 -4.27694 -1.61306  -0.572
H -0.00925 -2.24061 1.53646  0.239
H 0.93166 -0.98452 0.79815  0.230
H -0.87208 -0.92550 0.74200  0.223
H 1.55827 -3.53485 0.06108  0.362
H 0.15803 -3.83045 -2.21752  0.495
N -1.91268 3.83554 -1.26360  -0.308
C -1.51048 2.97598 -0.60624  0.280
C -0.98280 1.87957 0.23071  -0.507
C 0.52321 1.91330 0.48419  -0.505
C 0.99469 3.20958 1.05884  0.439
O 0.26551 3.89816 1.73015  -0.504
H -1.51987 1.97355 1.19278  0.264
H -1.27800 0.91578 -0.18082  0.244
H 0.73809 1.14519 1.24834  0.244
H 1.10329 1.65952 -0.42328  0.232
H 2.08779 3.44221 0.88805  0.121

SMILES: [H]/N=C(\C)NO.N#CCCC=O
calculated total energy: -14962.9969 eV
HOMO-LUMO gap: 9.82 eV

***

Entry 4:
Below is a single C6H11NO3S molecule at a distorted geometry, with properties calculated with ωB97M-V/def2-TZVPD.

Each line ends with the natural charge from an NBO analysis.
CARTESIAN COORDINATES (ANGSTROEM)
C 1.83396 -0.17962 -0.20732  -0.441
C 1.03503 -0.39012 1.07430  -0.397
C 2.20692 1.29064 -0.31344  -0.067
C -0.22580 0.46247 0.97739  -0.214
C 0.06163 1.85299 0.46299  0.093
C -3.23332 -1.01073 -0.99120  -0.854
N -1.03157 0.07630 -0.15070  -0.485
O -3.00256 1.60301 -0.57890  -0.915
O -3.03881 0.16016 1.40768  -0.935
O 1.05637 2.14493 -0.31281  -0.455
S -2.63465 0.35254 0.03506  2.236
H 2.73633 -0.78874 -0.22302  0.222
H 1.20517 -0.45206 -1.05659  0.224
H 0.74263 -1.43427 1.17607  0.218
H 1.61966 -0.10403 1.95016  0.219
H 2.84628 1.57871 0.53259  0.174
H 2.72852 1.51500 -1.24702  0.200
H -0.80677 0.46714 1.90618  0.253
H -0.76436 2.55429 0.40405  0.188
H -4.30040 -0.91699 -1.14082  0.249
H -2.69987 -0.92305 -1.92630  0.247
H -2.97694 -1.92878 -0.48220  0.241

multiplicity: 3
<S²>: 2.008
calculated total energy: -24863.5937 eV
HOMO-LUMO gap (spin up / spin down): 7.21 / 8.49 eV

***

Entry 5:
Below is a 11-piece molecular cluster, C30H76F30N6O5P5 overall at a distorted geometry, with properties calculated with ωB97M-V/def2-TZVPD.

Each line ends with the Löwdin charge.
CARTESIAN COORDINATES (ANGSTROEM)
C 0.87517 -3.35110 -3.38776  0.043
C 1.78020 -3.55876 -2.23795  -0.388
O 1.99447 -2.89043 -1.29417  0.186
N 2.56335 -4.89822 -2.28183  0.079
H 2.70314 -5.24132 -3.23478  0.175
H 3.52107 -4.70900 -1.97188  0.179
C 1.92911 -5.94595 -1.41266  0.028
H -0.03908 -3.94749 -3.36408  0.120
H 1.35068 -3.51729 -4.36265  0.111
H 0.73130 -2.27324 -3.45177  0.065
H 1.00313 -6.23347 -1.90632  0.112
H 1.72656 -5.51138 -0.44075  0.100
H 2.57911 -6.81426 -1.37393  0.104
C -4.19257 3.91600 -2.54417  0.030
C -4.50483 5.35856 -2.48559  -0.398
O -4.91101 6.07143 -3.33822  0.184
N -4.47482 5.96285 -1.08503  0.093
H -5.20822 6.67138 -1.13365  0.182
H -4.70435 5.28584 -0.34177  0.107
C -3.12563 6.56828 -0.85031  0.013
H -5.09739 3.37202 -2.82258  0.126
H -3.66609 3.47216 -1.70582  0.046
H -3.53674 3.71061 -3.40065  0.109
H -2.99339 6.55602 0.23195  0.100
H -3.07392 7.61001 -1.14740  0.107
H -2.32223 5.97392 -1.26994  0.106
C 3.98202 3.31454 3.16342  0.043
C 3.64062 1.88932 3.32628  -0.381
O 3.39935 1.07551 2.51316  0.191
N 3.39672 1.44998 4.79380  0.093
H 3.75706 0.49097 4.78304  0.171
H 4.00484 1.90841 5.47349  0.176
C 1.93959 1.49556 5.14644  0.012
H 3.92689 3.81924 4.12975  0.096
H 3.36710 3.75745 2.38368  0.094
H 5.04370 3.45763 2.92462  0.119
H 1.80771 2.33164 5.83189  0.101
H 1.61109 0.56749 5.59415  0.095
H 1.34998 1.82448 4.29276  0.081
C 2.22521 1.22158 -4.72066  -0.014
N 2.97106 1.70690 -5.92789  -0.341
C 2.69274 3.15436 -6.10552  0.017
C 4.42764 1.54027 -5.61498  0.012
C 2.57698 0.82233 -7.08147  -0.093
C 3.40754 1.13690 -8.31780  -0.234
O 2.90597 0.30500 -9.34605  -0.035
H 1.15597 1.31216 -4.91398  0.096
H 2.54845 1.79522 -3.85924  0.079
H 2.39262 0.15219 -4.62793  0.100
H 2.77693 3.58452 -5.10851  0.095
H 1.67159 3.27613 -6.46392  0.119
H 3.38475 3.64081 -6.78274  0.105
H 4.60773 1.61768 -4.54793  0.078
H 5.02532 2.29360 -6.11758  0.116
H 4.79341 0.55034 -5.88466  0.112
H 1.55299 1.08692 -7.34899  0.144
H 2.67308 -0.18596 -6.69650  0.138
H 4.43894 0.78988 -8.19047  0.120
H 3.35935 2.21218 -8.49747  0.123
H 3.10182 0.65401 -10.21960  0.099
C -1.73474 0.15963 -0.09128  0.011
N -0.92998 0.76033 -1.22097  -0.317
C -0.04928 -0.32327 -1.72234  0.016
C -1.95844 1.08825 -2.24007  0.006
C -0.26431 1.96820 -0.66114  -0.078
C 0.85424 1.70136 0.31311  -0.200
O 0.44896 1.07106 1.52381  -0.097
H -2.47185 -0.54311 -0.48451  0.111
H -2.24780 0.88913 0.52912  0.084
H -1.07801 -0.43809 0.53289  0.078
H 0.47667 -0.74693 -0.87559  0.090
H 0.62911 0.13388 -2.44344  0.110
H -0.69851 -1.04787 -2.20350  0.091
H -2.33003 0.15098 -2.63760  0.099
H -1.55497 1.68574 -3.05414  0.099
H -2.74749 1.64699 -1.73946  0.084
H -0.97874 2.68357 -0.25046  0.133
H 0.13691 2.41227 -1.58095  0.144
H 1.41893 2.59850 0.54385  0.113
H 1.57944 1.01995 -0.14615  0.118
H 0.09722 1.79792 2.05505  0.043
C 1.69385 -1.51804 2.36047  -0.096
C 0.23739 -1.93238 2.51834  -0.242
C 0.02267 -2.84449 3.71470  -0.173
C -1.44880 -2.92534 4.03032  -0.139
N -1.79717 -3.53909 5.35303  -0.219
C -1.36133 -2.68036 6.52100  -0.096
C -2.28362 -3.05884 7.67931  -0.129
C -3.62751 -3.44668 7.01248  -0.122
C -3.30546 -3.31985 5.52170  -0.091
C -1.38383 -4.95502 5.48850  -0.119
C -1.72105 -5.82829 4.28446  -0.207
C -1.30222 -7.28252 4.55023  -0.078
H 2.39605 -2.31703 2.11516  0.082
H 2.07036 -1.02226 3.25941  0.048
H 1.74400 -0.77867 1.56231  0.047
H -0.07724 -2.40259 1.58294  0.101
H -0.41890 -1.06804 2.65238  0.103
H 0.58059 -2.42337 4.56070  0.111
H 0.47956 -3.81940 3.52284  0.124
H -2.02480 -3.40613 3.23320  0.117
H -1.94076 -1.94999 4.03844  0.135
H -0.35513 -2.98566 6.80892  0.131
H -1.41430 -1.64023 6.21714  0.142
H -1.90312 -3.93843 8.19312  0.112
H -2.46065 -2.25643 8.38836  0.121
H -3.93468 -4.47518 7.18025  0.115
H -4.41319 -2.72184 7.20116  0.122
H -3.82613 -4.02018 4.86984  0.137
H -3.54103 -2.31812 5.17326  0.136
H -1.83377 -5.37545 6.38408  0.140
H -0.29334 -4.91133 5.52835  0.139
H -1.27417 -5.47094 3.35964  0.099
H -2.80396 -5.83066 4.13081  0.119
H -0.95735 -7.68344 3.59334  0.079
H -2.12763 -7.94088 4.81318  0.079
H -0.47080 -7.42719 5.24045  0.077
P 0.15210 4.62909 3.27284  0.193
F -0.30734 3.12079 2.96311  -0.159
F 1.38117 4.55399 2.19266  -0.175
F -0.78115 5.19751 2.09365  -0.144
F 0.67565 6.13321 3.66405  -0.173
F -0.99950 4.89083 4.34884  -0.125
F 1.20343 4.02982 4.39555  -0.196
P -2.20173 -4.59539 -0.28140  0.150
F -2.50791 -3.10668 -0.85087  -0.166
F -0.59931 -4.25325 -0.18498  -0.203
F -2.39665 -4.03028 1.23252  -0.176
F -1.81484 -6.07038 0.25090  -0.166
F -3.75057 -4.95761 -0.34333  -0.125
F -1.96831 -5.06579 -1.82041  -0.173
P -1.39669 -0.81632 -5.73392  0.147
F -1.58399 0.68901 -5.15803  -0.173
F -0.98081 -0.23505 -7.19073  -0.166
F 0.19808 -0.78337 -5.32396  -0.204
F -1.17334 -2.31278 -6.29111  -0.155
F -1.78721 -1.42513 -4.29092  -0.158
F -2.92177 -0.81703 -6.20351  -0.131
P -3.89761 3.37621 1.50767  0.175
F -4.83825 2.66024 2.58154  -0.121
F -3.77982 4.70111 2.35295  -0.101
F -2.64617 2.67066 2.17208  -0.125
F -2.97823 4.05517 0.32442  -0.193
F -4.04137 2.09059 0.48161  -0.185
F -5.22171 4.03292 0.73668  -0.189
P 4.68729 3.25683 -1.84575  0.132
F 5.28444 4.71631 -1.58048  -0.139
F 3.89444 3.89089 -3.14275  -0.193
F 5.89031 2.82716 -2.81199  -0.151
F 3.96849 1.81013 -2.13824  -0.202
F 5.51492 2.71067 -0.59571  -0.146
F 3.38040 3.58531 -0.94183  -0.172

charge: +1
calculated total energy: -179511.5024 eV
HOMO-LUMO gap: 9.60 eV

***

Result set for energy above the lowest of the compared OMol25 structures with the same formula, charge and spin: 29.8; 32.4; 41.9; 0.0; 0.0 kcal per mole, one per record in the order listed.